C24H68IO22P5Ta as an isolated structure in a non-equilibrium geometry, computed with ωB97M-V/def2-TZVPD.

ORCA input file:
```
! wB97M-V def2-TZVPD RIJCOSX def2/J DEFGRID3
* xyz -1 1
C 4.799 -1.485 0.613
O 3.768 -0.559 0.806
C 2.979 -0.369 -0.355
C 1.861 0.622 -0.067
C 0.469 0.083 -0.349
C -0.659 0.858 0.323
C -1.987 0.106 0.285
C -3.222 0.989 0.454
Ta -5.202 -0.172 0.292
I -5.205 -0.127 -2.549
C -7.033 -1.505 0.699
O -7.349 -2.247 -0.489
C -6.596 -3.416 -0.677
H 5.520 -1.355 1.413
H 5.310 -1.319 -0.339
H 4.418 -2.509 0.637
H 2.565 -1.330 -0.678
H 3.627 -0.011 -1.161
H 1.939 0.883 0.988
H 2.041 1.517 -0.657
H 0.273 0.071 -1.423
H 0.405 -0.955 -0.010
H -0.787 1.827 -0.160
H -0.373 1.027 1.364
H -1.993 -0.672 1.048
H -2.056 -0.420 -0.671
H -3.265 1.737 -0.342
H -3.156 1.510 1.412
H -6.228 1.369 0.453
H -5.025 -0.260 2.109
H -4.243 -1.778 0.298
H -7.883 -0.845 0.875
H -6.960 -2.179 1.555
H -5.889 -3.284 -1.499
H -6.032 -3.680 0.217
H -7.271 -4.237 -0.919
C 5.727 5.891 -1.068
O 5.391 5.626 0.300
P 4.048 4.832 0.640
O 3.675 3.877 -0.398
O 2.965 5.917 1.012
C 2.293 6.606 -0.048
O 4.343 4.282 2.074
C 5.172 3.102 2.166
H 6.171 6.884 -1.108
H 6.447 5.150 -1.414
H 4.852 5.855 -1.715
H 2.098 5.935 -0.885
H 2.889 7.459 -0.377
H 1.349 6.961 0.353
H 6.140 3.274 1.693
H 4.672 2.254 1.701
H 5.314 2.916 3.225
C -5.171 -3.926 -4.537
O -4.484 -4.222 -5.775
P -2.898 -4.238 -5.800
O -2.306 -4.700 -4.545
O -2.435 -2.822 -6.310
C -2.554 -1.739 -5.369
O -2.574 -5.083 -7.086
C -2.694 -6.510 -6.962
H -6.036 -3.318 -4.785
H -5.492 -4.857 -4.074
H -4.539 -3.381 -3.839
H -2.332 -2.076 -4.357
H -3.563 -1.330 -5.406
H -1.844 -0.968 -5.653
H -3.701 -6.784 -6.646
H -1.970 -6.893 -6.246
H -2.499 -6.920 -7.948
C 11.751 5.305 0.863
O 11.258 5.128 2.198
P 9.816 4.488 2.423
O 9.443 3.534 1.380
O 8.817 5.680 2.661
C 8.352 6.420 1.524
O 9.906 3.962 3.898
C 10.601 2.723 4.113
H 12.283 6.254 0.838
H 12.435 4.494 0.618
H 10.945 5.314 0.131
H 8.215 5.763 0.666
H 9.056 7.218 1.283
H 7.391 6.849 1.793
H 11.625 2.788 3.745
H 10.079 1.907 3.617
H 10.611 2.561 5.186
C 0.345 -8.855 -0.930
O -1.028 -9.223 -0.738
P -2.059 -9.044 -1.940
O -1.445 -9.257 -3.251
O -2.805 -7.688 -1.710
C -2.116 -6.457 -2.032
O -3.217 -10.029 -1.528
C -2.997 -11.425 -1.756
H 0.688 -8.393 -0.007
H 0.935 -9.747 -1.137
H 0.465 -8.156 -1.756
H -1.504 -6.577 -2.922
H -1.508 -6.147 -1.182
H -2.869 -5.706 -2.237
H -2.100 -11.766 -1.237
H -2.902 -11.625 -2.822
H -3.864 -11.943 -1.356
C -4.247 5.613 4.937
O -5.382 5.372 4.098
P -6.487 4.316 4.556
O -6.658 4.276 6.010
O -6.160 2.964 3.840
C -5.114 2.135 4.374
O -7.732 4.754 3.702
C -8.460 5.903 4.144
H -3.384 5.734 4.286
H -4.406 6.525 5.511
H -4.072 4.791 5.628
H -5.129 2.164 5.464
H -4.147 2.470 3.997
H -5.285 1.122 4.026
H -7.806 6.775 4.206
H -8.914 5.715 5.116
H -9.231 6.083 3.401
*
```

Calculated values
E = -4672.35389 hartree
gap between HOMO and LUMO = 6.189 eV
HOMO level = -4.6 eV
largest force on an atom = 1.58 eV/A

A 8-piece molecular cluster, C24H68N4O12 overall in a non-equilibrium geometry, computed with ωB97M-V/def2-TZVPD.

ORCA input file:
```
! wB97M-V def2-TZVPD RIJCOSX def2/J DEFGRID3
* xyz 0 1
C -18.643 18.611 7.857
O -17.608 17.642 7.676
C -16.692 17.510 8.711
C -15.590 16.521 8.334
N -16.079 15.075 8.390
C -15.036 14.198 7.863
C -15.629 12.835 7.516
O -16.467 13.004 6.303
C -16.817 11.861 5.473
H -19.228 18.499 8.770
H -19.261 18.532 6.963
H -18.238 19.621 7.925
H -17.112 17.064 9.612
H -16.255 18.486 8.923
H -14.755 16.657 9.021
H -15.314 16.983 7.386
H -16.953 14.806 7.961
H -14.160 14.119 8.507
H -14.567 14.570 6.952
H -15.989 12.252 8.363
H -14.806 12.225 7.144
H -17.506 11.293 6.098
H -16.032 11.116 5.343
H -17.287 12.068 4.511
C -13.421 16.868 3.403
O -12.156 16.218 3.620
C -11.352 17.077 4.469
C -10.355 17.969 3.750
N -9.367 17.141 3.076
C -8.462 17.897 2.182
C -7.390 17.064 1.465
O -6.855 17.931 0.523
C -5.572 17.426 -0.010
H -13.170 17.798 2.893
H -13.891 17.094 4.360
H -14.049 16.189 2.826
H -10.812 16.307 5.020
H -12.019 17.596 5.157
H -9.873 18.601 4.495
H -10.828 18.588 2.987
H -9.720 16.414 2.470
H -8.116 18.754 2.761
H -9.139 18.313 1.437
H -7.828 16.120 1.140
H -6.711 16.762 2.263
H -4.950 18.268 -0.316
H -5.615 16.929 -0.978
H -4.947 16.749 0.573
C -11.076 13.028 -4.520
O -9.781 12.540 -4.137
C -8.641 12.784 -4.989
C -7.828 11.559 -5.152
N -6.665 11.658 -6.026
C -6.925 11.914 -7.450
C -5.638 11.772 -8.306
O -4.783 10.636 -8.314
C -5.132 9.667 -9.269
H -11.363 12.731 -5.529
H -10.990 14.114 -4.513
H -11.962 12.860 -3.909
H -8.007 13.621 -4.698
H -9.027 13.076 -5.966
H -8.580 10.789 -5.323
H -7.379 11.390 -4.173
H -6.093 10.851 -5.820
H -7.290 12.925 -7.628
H -7.765 11.282 -7.741
H -4.998 12.571 -7.929
H -5.877 11.985 -9.348
H -4.367 8.896 -9.351
H -5.242 10.081 -10.271
H -6.008 9.046 -9.080
C -20.213 16.687 0.232
O -21.158 15.838 -0.270
C -22.496 16.399 -0.382
C -23.498 15.508 -1.078
N -24.813 16.101 -1.361
C -25.841 15.202 -1.793
C -25.678 14.347 -3.100
O -25.706 15.259 -4.231
C -25.811 14.560 -5.459
H -20.417 16.988 1.259
H -20.005 17.538 -0.416
H -19.334 16.043 0.250
H -22.311 17.288 -0.985
H -22.979 16.680 0.554
H -23.674 14.537 -0.616
H -23.039 15.195 -2.016
H -25.099 16.786 -0.677
H -26.724 15.793 -2.035
H -26.133 14.581 -0.946
H -26.566 13.729 -3.234
H -24.847 13.642 -3.105
H -26.814 14.162 -5.616
H -25.121 13.728 -5.319
H -25.734 15.271 -6.282
O -11.872 12.658 0.492
H -11.182 12.753 1.148
H -11.416 12.728 -0.347
O -15.776 13.120 0.448
H -14.842 12.916 0.403
H -15.899 13.488 1.324
O -19.049 12.574 -0.814
H -18.221 12.985 -0.565
H -19.685 13.289 -0.805
O -14.271 16.597 -0.572
H -13.316 16.621 -0.623
H -14.489 15.664 -0.586
*
```

Calculated values
structure (SMILES) = COCCNCCOC.COCCNCCOC.COCCNCCOC.COCCNCCOC.O.O.O.O
E = -2076.76885 hartree
gap between HOMO and LUMO = 8.481 eV
HOMO level = -8.4 eV
largest force on an atom = 3.48 eV/A

Which of these has the lowest HOMO level?
C24H68N4O12